# 1
DFT (ωB97M-V with the def2-TZVPD basis set) results for a structure of composition C23H41CeN2OP3.

CARTESIAN COORDINATES (ANGSTROEM)
Ce -0.38428 0.40212 0.23411
P -1.85962 -2.07561 0.97479
P 1.29013 -1.23863 2.48095
P 1.30990 -1.76140 -0.92902
H -0.84219 5.72225 -5.51005
C -0.89265 4.79908 -6.08632
C -1.98152 4.02346 -6.15261
H -2.96970 4.28437 -5.77138
C -3.48373 -1.61357 1.67705
C -1.54277 -3.59600 1.95580
C -2.39079 -2.79253 -0.62487
C 2.85215 -0.28023 2.70446
C 0.58197 -1.11409 4.18050
C 1.96261 -2.93609 2.65751
C 0.80026 -1.57025 -2.68784
C 1.56377 -3.58174 -0.87327
C 3.06143 -1.18290 -1.05118
H -0.02827 4.59379 -6.72642
H -1.94286 3.12500 -6.78240
H -3.94376 -0.81431 1.08191
H -3.36190 -1.25644 2.70969
H -4.11759 -2.51130 1.66492
H -1.28546 -3.32676 2.98875
H -0.72053 -4.17141 1.51109
H -2.47217 -4.18621 1.93900
H -2.64189 -1.99133 -1.33461
H -3.28658 -3.39624 -0.42943
H -1.60054 -3.41795 -1.05896
H 3.50288 -0.84718 3.39095
H 2.65037 0.71202 3.13332
H 3.35698 -0.14465 1.73532
H 1.16919 -1.75224 4.85255
H -0.47368 -1.41040 4.17531
H 0.63202 -0.08624 4.54953
H 3.05099 -2.89975 2.76131
H 1.70500 -3.54858 1.80051
H 1.54180 -3.41466 3.54403
H 1.32400 -2.33797 -3.27523
H 1.04742 -0.56760 -3.06207
H -0.28370 -1.71528 -2.78255
H 1.70505 -3.95587 -1.90287
H 0.68093 -4.07555 -0.43547
H 2.45237 -3.83219 -0.27128
H 3.48858 -1.54296 -1.99986
H 3.64840 -1.56329 -0.20257
H 3.08168 -0.08512 -1.02892
C -0.61258 2.08888 -2.66730
C 0.51726 2.92835 -2.80767
C 1.11324 3.13251 -4.04887
C 0.58696 2.48400 -5.17563
C -0.68452 1.88200 -5.08152
C -1.28607 1.68516 -3.84820
O -0.98294 1.61545 -1.47308
H 1.24955 1.27127 -0.35615
H 0.97909 3.29985 -1.88783
H 1.94907 3.83473 -4.15385
H 1.05193 2.61395 -6.15885
H -1.28232 1.65157 -5.96224
H -2.27267 1.21100 -3.76986
N 2.58201 3.00177 5.57005
C 1.56215 2.77019 5.04011
C 0.30552 2.45109 4.40430
C -0.87795 2.36027 5.13866
C -1.99499 1.81178 4.52581
C -1.92252 1.44679 3.17601
N -0.78462 1.57930 2.44838
C 0.30273 2.12855 3.03641
H -0.90725 2.68607 6.18500
H -2.91464 1.64588 5.09303
H -2.80445 1.05177 2.65156
H 1.17436 2.30024 2.39757

The calculation puts the frontier orbital gap (alpha / beta) at 3.34 / 3.35 eV. As for the net charge: +4. For the energy above the lowest of the compared OMol25 structures with the same formula, charge and spin, the calculation gives 48.9 kcal/mol. The energy is -2583.22051 Ha. The calculation puts the molar mass at 594.63 Da.

# 2
DFT (ωB97M-V with the def2-TZVPD basis set) results for a structure of composition C23H41ClInP2.

CARTESIAN COORDINATES (ANGSTROEM)
In -0.37355 0.80761 -1.38456
C -0.84224 -2.17311 3.48567
C 0.47140 -2.53782 3.07470
C 0.65605 -0.78910 4.56095
C -0.72667 -1.09457 4.41456
C 1.39483 -1.67642 3.72584
C -2.09808 -2.80699 3.05322
H -2.02988 -3.14576 2.01050
H -2.93661 -2.10447 3.12734
H -2.34218 -3.68459 3.67295
C -1.82366 -0.40755 5.11793
H -2.78810 -0.87939 4.89058
H -1.88790 0.65460 4.83089
H -1.67696 -0.44013 6.20879
C 1.20034 0.25636 5.45045
H 0.92507 0.06632 6.49972
H 0.81150 1.25315 5.18934
H 2.29493 0.29004 5.38795
C 2.86418 -1.72028 3.59854
H 3.31545 -2.41660 4.32293
H 3.30413 -0.73177 3.77412
H 3.15941 -2.05535 2.59534
C 0.81926 -3.63564 2.15484
H 1.00446 -4.57033 2.70292
H 1.72759 -3.39832 1.59071
H 0.01499 -3.82392 1.43827
C -1.48997 1.62394 -2.97391
C -2.20953 0.37401 -3.41696
C -1.33102 -0.74806 -4.05679
C 0.21617 -0.60594 -4.05577
C 0.93256 0.02505 -2.85403
C 1.62537 1.37373 -3.03471
C 0.89179 2.42152 -3.90638
C -0.64635 2.27305 -4.10808
H -1.62121 -0.84141 -5.12494
H 0.53243 -0.11419 -4.99075
H -1.64381 -1.72133 -3.63995
H -0.83012 1.74680 -5.05554
H -2.19415 2.35122 -2.54445
H -2.89799 0.71648 -4.22759
H -1.02383 3.28686 -4.29370
H 1.09946 3.44329 -3.53749
H 2.67403 1.22564 -3.39303
H 1.35698 2.36476 -4.90489
H 0.58416 -1.64206 -4.11699
H 1.57956 -0.72784 -2.37198
P -3.88727 -0.30045 -2.51488
C -3.86769 0.90517 -1.11028
C -3.23298 -1.76928 -1.60869
P 2.48455 2.25958 -1.35931
C 0.89245 2.38101 -0.50172
C 3.29731 0.86259 -0.53136
C 3.34886 3.78875 -0.96923
H -2.92003 0.91805 -0.55601
H -4.67147 0.56246 -0.44809
H -4.10090 1.92494 -1.44837
H -2.19455 -2.04374 -1.83943
H -3.89764 -2.59344 -1.93505
H -3.31109 -1.65748 -0.51881
H 3.27908 4.49264 -1.80103
H 4.40157 3.57165 -0.74621
H 2.87103 4.22251 -0.08095
H 0.98913 2.14556 0.56372
H 0.42740 3.37048 -0.66202
H 3.68773 1.21784 0.42822
H 4.12225 0.51713 -1.16245
H 2.59329 0.04684 -0.35480
Cl -0.35330 -0.88435 0.27022

The calculation puts the frontier orbital gap (alpha / beta) at 3.21 / 3.16 eV. As for the net charge: +1. For the energy above the lowest of the compared OMol25 structures with the same formula, charge and spin, the calculation gives 74.3 kcal/mol. The energy is -2233.59239 Ha. The calculation puts the molar mass at 529.80 Da.

# 3
DFT (ωB97M-V with the def2-TZVPD basis set) results for a structure of composition C23H41ClN3O3PtSi.

CARTESIAN COORDINATES (ANGSTROEM)
Pt -0.39194 0.63515 0.53162
C 3.02495 -0.01396 -0.19882
O 1.95396 -0.35265 0.65248
C 2.12016 -0.31998 2.04912
C 1.04664 -1.27803 2.53543
O -0.25195 -0.86854 2.09813
C -1.22543 -1.85137 2.43553
H 3.88710 -0.65841 0.00027
H 3.31926 1.03141 -0.06417
H 2.67611 -0.16914 -1.21850
H 1.99420 0.70636 2.42012
H 3.09417 -0.69871 2.38646
H 1.06163 -1.35470 3.62951
H 1.23690 -2.26579 2.10506
H -1.24020 -1.98733 3.51908
H -0.99097 -2.79816 1.94104
H -2.18777 -1.47667 2.10362
C 3.91195 6.84204 1.59680
C 3.07646 5.87129 2.44516
C 3.46240 6.08934 3.91307
C 3.48953 4.45811 2.01850
C 1.54514 6.15950 2.24641
O 1.33335 7.56550 2.33848
C 0.58292 5.52021 3.26616
C 0.68097 4.03144 3.60794
C -0.44937 3.57952 4.48708
C -1.38707 2.66956 4.01955
C -2.44607 2.25658 4.80891
C -2.56800 2.76564 6.09112
Cl -3.89492 2.26168 7.08807
C -1.64020 3.66912 6.58828
C -0.58830 4.06602 5.78364
C 1.08691 5.89574 0.79655
N 0.31247 4.67546 0.62883
C 0.68027 3.46321 0.24958
N -0.38377 2.66439 0.23795
C -1.40305 3.47949 0.60890
N -1.01643 4.69946 0.85332
H 4.94519 6.80969 1.92973
H 3.55872 7.86635 1.68061
H 3.91376 6.57476 0.54355
H 4.51830 5.86632 4.04897
H 2.90581 5.46056 4.60102
H 3.32270 7.12516 4.21715
H 4.55219 4.33096 2.21251
H 3.35738 4.31857 0.95051
H 2.96809 3.66717 2.54027
H 1.60631 7.86528 3.21789
H -0.43328 5.73299 2.91946
H 0.69830 6.08614 4.19344
H 1.61983 3.82913 4.12435
H 0.67346 3.41283 2.70915
H -1.28161 2.26859 3.01642
H -3.17668 1.55227 4.44129
H -1.74726 4.05292 7.59002
H 0.13663 4.76175 6.17875
H 1.92650 5.87062 0.10494
H 0.42915 6.71008 0.49032
H 1.67751 3.19394 -0.02580
H -2.42126 3.15560 0.69869
C -2.85683 1.30205 -1.54538
Si -2.58706 0.30070 0.01599
C -3.02729 -1.47981 -0.31411
C -3.67097 0.97075 1.41373
H -3.91987 1.29616 -1.78301
H -2.33156 0.86737 -2.39087
H -2.54471 2.33498 -1.45306
H -4.10132 -1.46697 -0.50284
H -2.84574 -2.14905 0.51905
H -2.53103 -1.88475 -1.18788
H -4.46810 1.58272 0.99730
H -3.11813 1.58720 2.11821
H -4.14355 0.16952 1.97450

The calculation puts the frontier orbital gap at 8.27 eV. As for the net charge: +1. The energy is -2159.75443 Ha. The calculation puts the molar mass at 666.22 Da.

# 4
DFT (ωB97M-V with the def2-TZVPD basis set) results for a cluster of 5 separate species, C23H41ClN4O5S in total.

CARTESIAN COORDINATES (ANGSTROEM)
C 7.27237 -0.22419 1.04425
C 6.79756 0.37827 -0.27952
C 7.73904 1.07656 -1.00815
C 7.38595 1.64936 -2.20614
C 6.11832 1.50732 -2.70107
Cl 5.60140 2.20135 -4.21308
C 5.19851 0.77485 -1.97154
C 5.49400 0.21154 -0.74205
N 4.56557 -0.51741 0.03686
C 3.23843 -0.02227 0.02926
C 2.50272 -0.03512 1.19599
C 1.20100 0.41042 1.20616
C 0.57269 0.88086 0.08065
C -0.87681 1.33033 0.10109
C -1.85256 0.37471 -0.65294
N -2.11732 0.77255 -2.04239
N -3.15565 0.40392 0.06518
N -1.37765 -1.01407 -0.60747
C 1.31495 0.93021 -1.09771
O 0.70776 1.40885 -2.21030
C 2.61142 0.47278 -1.08555
S 3.54715 0.51731 -2.61226
H 6.65849 -1.10305 1.27880
H 7.12302 0.48564 1.86819
H 8.31155 -0.54438 0.95540
H 8.74850 1.16098 -0.61722
H 8.09218 2.22568 -2.80170
H 4.89743 -0.58415 0.98774
H 2.98587 -0.40526 2.10059
H 0.62886 0.40015 2.13271
H -1.00119 2.35800 -0.26363
H -1.19420 1.30184 1.15133
H -1.74435 1.69050 -2.23507
H -1.77315 0.09016 -2.70432
H -3.61861 1.29507 -0.12424
H -3.74249 -0.28305 -0.40299
H -1.87685 -1.49176 -1.35642
H -1.72040 -1.40526 0.26361
H 1.34898 1.55122 -2.92257
C -0.73888 -5.59937 0.50728
C -0.70941 -4.22125 -0.12796
O -0.74636 -3.19981 0.86226
H -1.63723 -5.71974 1.11429
H -0.72039 -6.38238 -0.25290
H 0.11895 -5.73667 1.17010
H -1.57699 -4.08022 -0.77255
H 0.19451 -4.09431 -0.73300
H 0.02426 -3.31157 1.42740
C 3.39614 -3.40578 -4.52350
C 3.66554 -3.79173 -3.08018
O 4.54727 -2.86445 -2.46083
H 4.32970 -3.36460 -5.08644
H 2.72667 -4.12252 -5.00374
H 2.94264 -2.41328 -4.57797
H 4.13656 -4.77339 -3.02845
H 2.72979 -3.82772 -2.50992
H 4.12466 -1.99612 -2.49656
C -6.98040 3.58870 1.17791
C -5.64388 3.81534 0.49851
O -5.40883 2.83437 -0.51162
H -7.01715 2.59574 1.62688
H -7.15516 4.33075 1.95650
H -7.79634 3.64314 0.45205
H -4.83108 3.73881 1.22040
H -5.60839 4.80959 0.04068
H -6.11841 2.90418 -1.15720
C -7.36704 1.47038 5.59190
C -6.73469 2.61304 4.81973
O -7.72738 3.51993 4.34415
H -8.07526 0.93130 4.96144
H -6.60894 0.77063 5.94723
H -7.92427 1.84787 6.45300
H -6.19729 2.23512 3.95066
H -6.02757 3.16044 5.45172
H -8.19778 3.86514 5.10927

The calculation puts the frontier orbital gap at 8.41 eV. The energy is -2354.58071 Ha. The calculation puts the molar mass at 521.12 Da.

# 5
DFT (ωB97M-V with the def2-TZVPD basis set) results for a structure of composition C23H41LuN2P3S.

CARTESIAN COORDINATES (ANGSTROEM)
Lu -0.83198 -0.05367 -0.53237
P -0.66925 0.12490 2.38232
P -0.01161 2.52281 -0.01316
P -0.10072 -2.68889 0.42429
H 4.74990 0.24508 -5.07302
C 4.20841 -0.67714 -5.33135
C 2.96355 -0.70467 -5.82876
H 2.30031 0.17466 -5.86385
C 0.96827 0.03839 3.20332
C -1.37129 1.59150 3.21880
C -1.59931 -1.14515 3.32577
C 0.54791 3.20579 -1.61192
C -0.84685 4.05024 0.58641
C 1.57007 2.64241 0.92142
C 0.50929 -3.80379 -0.89742
C -1.36947 -3.92423 1.05531
C 1.18994 -3.06780 1.68559
H 4.76637 -1.61359 -5.22892
H 2.60626 -1.60499 -6.34389
H 0.79456 -0.05025 4.28505
H 1.55544 0.94130 2.99997
H 1.52019 -0.83715 2.84215
H -1.10613 1.53780 4.28581
H -2.46584 1.59117 3.11560
H -0.97083 2.52035 2.79397
H -1.45452 -0.93966 4.39683
H -1.22716 -2.14924 3.09274
H -2.67117 -1.09143 3.08948
H 0.67304 4.29502 -1.57983
H -0.14558 2.92578 -2.41550
H 1.52398 2.76497 -1.82127
H -0.12228 4.68889 1.11502
H -1.68051 3.79662 1.25077
H -1.23864 4.59592 -0.28448
H 2.03030 3.62725 0.74750
H 2.25815 1.85354 0.58501
H 1.39285 2.52728 1.99747
H 0.84497 -4.75623 -0.45844
H 1.33903 -3.31529 -1.41934
H -0.29478 -3.99859 -1.61787
H -0.88638 -4.90142 1.22082
H -2.15882 -4.05380 0.30231
H -1.84677 -3.61002 1.99073
H 1.53646 -4.10589 1.57787
H 0.83193 -2.91602 2.71110
H 2.03182 -2.39258 1.50204
C 1.75580 -0.07395 -2.90421
C 2.84949 -0.65034 -2.20017
C 3.98703 0.13768 -1.98485
C 4.05978 1.46091 -2.40930
C 3.03926 1.96743 -3.22442
C 1.89521 1.21128 -3.48141
S 0.20575 -0.78301 -2.94288
H 0.82429 -0.89134 -0.09052
H 2.76769 -1.66403 -1.78818
H 4.85795 -0.26610 -1.46501
H 4.90224 2.07036 -2.03374
H 3.11220 3.00239 -3.55981
H 1.04226 1.62577 -4.05807
N -7.24923 -0.12659 3.51704
C -6.28939 -0.12022 2.83504
C -5.17138 -0.10389 1.93217
C -4.73246 -1.27498 1.30716
C -3.68979 -1.21789 0.39286
N -3.00777 -0.06580 0.15004
C -3.55940 1.08734 0.60887
C -4.59555 1.09704 1.52394
H -5.19740 -2.23259 1.52147
H -3.36688 -2.10302 -0.16591
H -3.12071 2.01180 0.23348
H -4.96211 2.04159 1.90238

The calculation puts the frontier orbital gap (alpha / beta) at 4.66 / 4.83 eV. As for the net charge: +3. For the energy above the lowest of the compared OMol25 structures with the same formula, charge and spin, the calculation gives 68.7 kcal/mol. The energy is -3667.20013 Ha. The calculation puts the molar mass at 645.55 Da.

# 6
DFT (ωB97M-V with the def2-TZVPD basis set) results for a cluster of 9 separate species, C23H42Cl18NOPS in total.

CARTESIAN COORDINATES (ANGSTROEM)
C -2.60654 -1.32697 -2.27671
C -2.81008 -0.03500 -1.52856
Cl -1.64113 1.17172 -1.91559
C -3.74793 0.22171 -0.61477
Cl -3.77932 1.76562 0.19569
C -4.85767 -0.68815 -0.07327
N -4.48466 -2.10975 -0.05830
C -5.11797 -2.82068 -1.09052
O -4.95935 -3.99855 -1.26735
C -5.95394 -1.85194 -1.89523
C -6.17303 -0.69686 -0.92297
P -6.78372 0.82283 -1.74150
S -6.80940 0.83779 -3.67945
H -1.62232 -1.32280 -2.74415
H -3.34354 -1.42820 -3.07843
H -2.66165 -2.18830 -1.61138
H -5.04611 -0.34134 0.94249
H -4.57719 -2.56657 0.84163
H -5.39787 -1.54566 -2.78668
H -6.86750 -2.34515 -2.23162
H -6.95539 -1.01226 -0.21862
H -8.02836 0.95790 -1.10788
H -6.05504 1.84253 -1.12098
Cl -1.60561 -4.48224 -0.12485
C -1.77788 -5.69383 -1.42518
C -0.70697 -5.51806 -2.47703
Cl -0.95383 -4.00407 -3.38293
H -2.77720 -5.58387 -1.83981
H -1.67664 -6.67424 -0.96260
H -0.73348 -6.33542 -3.19478
H 0.27664 -5.46761 -2.01650
Cl 1.45335 0.47215 2.81339
C -0.04105 1.40960 2.50956
C 0.11426 2.34892 1.34165
Cl 1.28663 3.64549 1.71412
H -0.26433 1.95972 3.42030
H -0.83602 0.69188 2.31380
H -0.84082 2.82449 1.12147
H 0.46652 1.83215 0.45411
Cl -6.59166 -0.70083 -7.19058
C -8.01607 -1.71991 -7.51762
C -8.99665 -1.71154 -6.37125
Cl -8.33604 -2.51583 -4.92516
H -7.65908 -2.72663 -7.71999
H -8.50003 -1.32170 -8.40794
H -9.89694 -2.25188 -6.65849
H -9.25593 -0.69545 -6.08316
Cl 5.24369 2.30266 5.53902
C 3.68868 1.42681 5.50447
C 2.88004 1.65269 6.75371
Cl 3.62423 0.89062 8.19140
H 3.90880 0.37145 5.35945
H 3.12763 1.79333 4.64744
H 1.89920 1.19378 6.62816
H 2.76015 2.71054 6.97100
Cl 1.84894 2.34280 -2.13475
C 3.01490 1.25365 -1.32986
C 2.72219 -0.19275 -1.63989
Cl 1.19053 -0.72710 -0.88886
H 2.96220 1.45229 -0.26019
H 4.00268 1.52933 -1.69668
H 3.51379 -0.82355 -1.23951
H 2.63447 -0.35583 -2.71071
Cl 4.48781 4.38029 -1.83003
C 6.21659 4.80459 -1.89838
C 6.93086 4.03425 -2.98302
Cl 6.98676 2.28499 -2.61844
H 6.64334 4.59595 -0.92023
H 6.28921 5.87129 -2.10454
H 7.96032 4.37921 -3.06217
H 6.43515 4.14485 -3.94396
Cl -0.45148 -1.21504 6.67929
C 0.61526 -2.43641 7.42820
C 2.04193 -2.28702 6.96723
Cl 2.24194 -2.69698 5.24154
H 0.21398 -3.41608 7.18202
H 0.56739 -2.28171 8.50462
H 2.68645 -2.95483 7.53557
H 2.37483 -1.26258 7.09554
Cl 7.55978 2.43812 1.05057
C 9.29779 2.80176 0.93121
C 9.64935 4.12871 1.55277
Cl 8.99229 5.50555 0.62299
H 9.56849 2.77390 -0.12213
H 9.82643 2.00927 1.45877
H 10.73121 4.24779 1.56710
H 9.26069 4.20621 2.56490

The calculation puts the frontier orbital gap at 9.06 eV. The energy is -10054.62232 Ha. The calculation puts the molar mass at 1049.79 Da.